Entry 1:
Computed, not measured: C45H42N2O4RuS3 as an isolated structure, with ωB97M-V/def2-TZVPD.

Structure (ORCA input):
```
! wB97M-V def2-TZVPD RIJCOSX def2/J DEFGRID3
* xyz 1 6
Ru -1.930 -0.318 -1.435
C -2.114 0.918 7.376
C -1.896 0.861 5.899
C -2.752 0.131 5.081
C -2.562 0.097 3.714
C -1.507 0.792 3.153
C -0.658 1.548 3.943
C -0.855 1.574 5.311
S -1.234 0.722 1.366
O -2.592 0.481 0.782
C -0.543 -0.946 1.349
C -1.416 -2.037 1.232
C -0.901 -3.303 1.165
C 0.495 -3.513 1.160
C 1.048 -4.808 1.055
C 2.403 -4.989 1.023
C 3.265 -3.883 1.097
C 2.764 -2.615 1.198
C 1.372 -2.397 1.240
C 0.820 -1.094 1.329
C 1.658 0.119 1.422
C 2.215 0.473 2.684
C 2.012 -0.325 3.831
C 2.485 0.075 5.050
C 3.184 1.284 5.180
C 3.418 2.067 4.083
C 2.946 1.684 2.811
C 3.146 2.485 1.664
C 2.595 2.132 0.465
C 1.846 0.950 0.344
S 1.061 0.662 -1.271
O 0.494 -0.704 -1.193
C 2.603 0.531 -2.202
C 3.431 -0.566 -2.059
C 4.616 -0.603 -2.771
C 4.979 0.445 -3.612
C 6.274 0.415 -4.357
C 4.119 1.530 -3.752
C 2.928 1.577 -3.050
H -2.653 0.041 7.725
H -2.704 1.803 7.618
H -1.168 0.988 7.905
H -3.578 -0.410 5.517
H -3.234 -0.450 3.071
H 0.147 2.113 3.498
H -0.200 2.165 5.934
H -2.485 -1.864 1.249
H -1.557 -4.162 1.120
H 0.379 -5.655 1.000
H 2.818 -5.982 0.934
H 4.331 -4.046 1.082
H 3.427 -1.764 1.244
H 1.469 -1.255 3.739
H 2.325 -0.542 5.922
H 3.536 1.594 6.151
H 3.963 2.994 4.177
H 3.738 3.384 1.751
H 2.730 2.753 -0.407
H 3.137 -1.376 -1.409
H 5.269 -1.456 -2.675
H 6.874 -0.437 -4.052
H 6.840 1.328 -4.176
H 6.093 0.348 -5.428
H 4.384 2.340 -4.417
H 2.244 2.406 -3.164
O -2.644 0.467 -4.570
C -1.664 0.929 -3.980
O -0.802 0.265 -3.336
C -1.521 2.441 -3.963
C -1.627 3.164 -5.138
C -1.604 4.549 -5.118
C -1.511 5.232 -3.911
C -1.407 4.528 -2.731
C -1.409 3.128 -2.742
S -1.334 2.320 -1.205
H -1.725 2.625 -6.066
H -1.671 5.095 -6.044
H -1.515 6.312 -3.898
H -1.357 5.037 -1.781
N -4.132 0.404 -2.175
C -5.155 -0.643 -2.194
C -4.757 -1.805 -1.269
C -4.384 -3.075 -2.037
C -3.196 -2.915 -2.989
N -1.959 -2.574 -2.281
H -4.382 1.148 -1.527
H -3.993 0.787 -3.111
H -5.255 -1.008 -3.217
H -6.125 -0.236 -1.892
H -5.572 -2.038 -0.582
H -3.894 -1.471 -0.660
H -5.242 -3.394 -2.631
H -4.164 -3.871 -1.323
H -3.387 -2.116 -3.712
H -3.074 -3.857 -3.541
H -1.202 -2.414 -2.948
H -1.675 -3.320 -1.647
*
```

Properties
**Kohn-Sham gap (alpha / beta)**: 8.116 / 6.159 eV
**<S²>**: 8.776
**DFT total energy**: -93598.460 eV
**HOMO (alpha / beta)**: -10.4 / -10.7 eV

Entry 2:
Computed, not measured: one molecule with the formula C5H10O, with ωB97M-V/def2-TZVPD.

Structure (ORCA input):
```
! wB97M-V def2-TZVPD RIJCOSX def2/J DEFGRID3
* xyz 0 1
C -0.440 1.757 0.637
C -0.489 0.255 0.280
C -0.318 -0.051 -1.245
C 0.633 -1.781 -0.105
O 1.536 -2.146 -0.833
C 0.649 -0.607 0.862
H -1.248 2.316 0.145
H 0.508 2.208 0.324
H -0.546 1.937 1.717
H -1.452 -0.124 0.658
H 0.309 0.708 -1.698
H -1.260 -0.205 -1.768
H -0.372 -2.270 -0.129
H 0.363 -0.910 -1.495
H 0.511 -0.967 1.888
H 1.606 -0.083 0.777
*
```

Properties
**Kohn-Sham gap**: 10.707 eV
**DFT total energy**: -7393.000 eV
**HOMO**: -9.7 eV
**ΔE to the lowest compared entry with this formula, charge and spin**: 1.766 eV
**SMILES**: CC(C)CC=O

Entry 3:
Computed, not measured: a 3-piece molecular cluster, C14H32O10S3 overall, with ωB97M-V/def2-TZVPD.

Structure (ORCA input):
```
! wB97M-V def2-TZVPD RIJCOSX def2/J DEFGRID3
* xyz 0 1
C 2.241 2.088 -1.708
C 2.854 0.687 -1.031
O 3.092 -0.294 -2.129
C 3.030 -1.682 -1.613
C 1.973 -2.654 -2.414
C 0.383 -2.297 -2.133
C -0.049 -0.795 -2.627
C -1.672 -0.668 -2.835
C -2.363 -0.959 -1.367
S -1.177 -1.654 -0.096
O -0.517 -0.481 0.702
O -2.066 -2.440 0.945
O 0.091 -2.602 -0.724
H 1.246 2.324 -1.131
H 1.943 1.819 -2.830
H 2.999 2.982 -1.649
H 2.066 0.285 -0.231
H 3.830 1.007 -0.469
H 4.113 -2.144 -1.810
H 2.902 -1.722 -0.427
H 2.129 -3.755 -1.983
H 2.268 -2.679 -3.546
H -0.242 -3.073 -2.787
H 0.276 0.070 -1.902
H 0.486 -0.566 -3.667
H -2.035 -1.456 -3.654
H -1.946 0.438 -3.135
H -3.311 -1.636 -1.489
H -2.724 0.102 -0.959
O 3.146 5.017 -0.435
S 3.220 6.001 0.624
O 2.043 6.455 1.333
O 4.042 7.299 0.085
C 3.605 7.937 -1.107
C 2.383 8.801 -0.860
C 4.416 5.458 1.818
H 3.417 7.200 -1.896
H 4.428 8.573 -1.450
H 1.513 8.187 -0.607
H 2.136 9.386 -1.750
H 2.553 9.482 -0.021
H 5.327 5.161 1.296
H 3.995 4.605 2.354
H 4.615 6.274 2.515
O -4.127 -7.242 1.889
S -5.177 -6.568 2.625
O -6.210 -5.802 1.960
O -4.503 -5.645 3.785
C -3.516 -4.693 3.412
C -4.141 -3.463 2.782
C -5.958 -7.744 3.700
H -2.772 -5.144 2.746
H -2.993 -4.398 4.328
H -4.593 -3.703 1.815
H -3.389 -2.686 2.620
H -4.936 -3.063 3.419
H -5.187 -8.293 4.244
H -6.542 -8.430 3.083
H -6.616 -7.211 4.388
*
```

Properties
**Kohn-Sham gap**: 9.952 eV
**DFT total energy**: -68010.519 eV
**HOMO**: -9.6 eV
**SMILES**: CCOCC[C@@H]1CCCS(=O)(=O)O1.CCOS(C)(=O)=O.CCOS(C)(=O)=O

Entry 4:
Computed, not measured: a 2-piece molecular cluster, C4H8N2S2 overall, with ωB97M-V/def2-TZVPD.

Structure (ORCA input):
```
! wB97M-V def2-TZVPD RIJCOSX def2/J DEFGRID3
* xyz 0 1
C 0.906 1.570 1.192
C -0.350 1.706 0.781
C -2.399 -1.049 -0.497
C 1.967 -0.111 -0.060
N 1.711 0.454 1.013
N -1.687 -1.765 0.311
S 3.010 -1.471 -0.136
S -0.578 -2.855 -0.300
H 1.388 2.096 2.046
H -1.094 2.240 1.263
H -0.761 1.337 -0.219
H -3.041 -0.348 -0.043
H -2.260 -0.977 -1.501
H 1.469 0.271 -1.029
H 2.621 -2.006 -1.335
H -0.613 -3.571 0.868
*
```

Properties
**Kohn-Sham gap**: 9.367 eV
**DFT total energy**: -28924.732 eV
**HOMO**: -8.7 eV
**ΔE to the lowest compared entry with this formula, charge and spin**: 3.576 eV
**SMILES**: C=C/N=C/S.C=NS

Entry 5:
Computed, not measured: C9H13OSn as an isolated structure, with ωB97M-V/def2-TZVPD.

Structure (ORCA input):
```
! wB97M-V def2-TZVPD RIJCOSX def2/J DEFGRID3
* xyz 3 1
Sn -1.440 -1.059 0.875
C -0.532 0.849 -2.041
C -1.678 0.555 -2.770
C -1.964 -0.811 -2.887
C -1.263 -1.838 -2.212
C -0.096 -1.486 -1.523
C 0.251 -0.131 -1.478
H -0.068 1.856 -1.877
H -2.381 1.246 -3.263
H -2.809 -0.962 -3.544
H -1.476 -2.885 -2.379
H 0.455 -2.233 -0.990
H 1.165 0.003 -0.893
C -0.111 1.253 2.461
C 0.887 0.067 2.418
C 2.358 0.417 1.947
O 0.271 -0.995 1.626
H 0.466 2.006 3.004
H -1.041 1.069 3.030
H -0.144 1.783 1.476
H 0.997 -0.256 3.442
H 2.454 1.023 1.031
H 2.900 -0.515 1.724
H 2.799 1.043 2.822
*
```

Properties
**Kohn-Sham gap (alpha / beta)**: 6.195 / 5.723 eV
**DFT total energy**: -17384.316 eV
**HOMO (alpha / beta)**: -22.8 / -22.8 eV

Entry 6:
Computed, not measured: an isolated ion of composition C5H12NO and charge -1, with ωB97M-V/def2-TZVPD.

Structure (ORCA input):
```
! wB97M-V def2-TZVPD RIJCOSX def2/J DEFGRID3
* xyz -1 1
C -0.967 0.773 -2.058
N -0.821 -0.413 -1.210
C 1.840 1.428 1.076
C 0.510 1.124 0.312
C 0.291 -0.304 -0.225
C 0.045 -1.262 1.168
O -1.135 -1.759 0.932
H -0.082 0.818 -2.676
H -1.179 1.737 -1.626
H -1.820 0.559 -2.709
H -1.802 -0.781 -0.622
H 2.764 1.886 0.601
H 1.696 1.984 1.899
H 2.449 0.428 1.394
H -0.225 1.372 1.050
H 0.445 1.801 -0.622
H 1.148 -0.842 -0.675
H 0.997 -1.907 1.344
H 0.128 -0.647 2.009
*
```

Properties
**Kohn-Sham gap**: 6.336 eV
**DFT total energy**: -8914.246 eV
**HOMO**: -2.3 eV
**ΔE to the lowest compared entry with this formula, charge and spin**: 2.818 eV
**SMILES**: CC[C@@H](C[O-])NC

Entry 7:
Computed, not measured: a 2-piece molecular cluster, C7H14O overall, with ωB97M-V/def2-TZVPD.

Structure (ORCA input):
```
! wB97M-V def2-TZVPD RIJCOSX def2/J DEFGRID3
* xyz 0 1
C 0.976 3.023 0.619
C 0.448 1.605 0.584
C 0.514 1.027 -0.832
C 0.371 -0.489 -0.739
C -0.680 -1.162 -0.231
C 1.947 -2.315 -1.406
C 1.194 -1.279 -1.796
H 2.001 3.109 1.119
H 0.288 3.828 0.927
H 1.165 3.323 -0.356
H 1.301 1.033 1.111
H -0.598 1.465 1.001
H 1.461 1.290 -1.314
H -0.309 1.544 -1.339
H -1.276 -0.651 0.505
H -0.796 -2.293 -0.455
H 1.867 -2.900 -0.493
H 2.631 -2.855 -2.135
H 1.084 -1.042 -2.857
H -3.993 -2.204 2.192
H -5.029 -1.602 2.969
O -4.565 -2.454 2.926
*
```

Properties
**Kohn-Sham gap**: 9.836 eV
**DFT total energy**: -9530.774 eV
**HOMO**: -9.2 eV
**ΔE to the lowest compared entry with this formula, charge and spin**: 2.992 eV
**SMILES**: C=CC(=C)CCC.O

Entry 8:
Computed, not measured: one molecule with the formula C4H9NO2, with ωB97M-V/def2-TZVPD.

Structure (ORCA input):
```
! wB97M-V def2-TZVPD RIJCOSX def2/J DEFGRID3
* xyz 0 1
C 1.141 2.288 -0.116
C 0.535 1.282 -1.085
N 0.572 -0.079 -0.588
C -0.418 -0.568 0.197
O -1.405 0.048 0.547
O -0.163 -1.859 0.515
C -1.300 -2.576 0.981
H 2.193 2.056 0.081
H 1.084 3.304 -0.521
H 0.599 2.260 0.834
H -0.514 1.525 -1.273
H 1.055 1.303 -2.049
H 1.350 -0.683 -0.791
H -0.931 -3.563 1.260
H -1.764 -2.075 1.834
H -2.035 -2.664 0.175
*
```

Properties
**Kohn-Sham gap**: 10.657 eV
**DFT total energy**: -9879.605 eV
**HOMO**: -9.7 eV
**ΔE to the lowest compared entry with this formula, charge and spin**: 0.455 eV
**SMILES**: CCNC(=O)OC

Entry 9:
Computed, not measured: one molecule with the formula C3H4N2O, with ωB97M-V/def2-TZVPD.

Structure (ORCA input):
```
! wB97M-V def2-TZVPD RIJCOSX def2/J DEFGRID3
* xyz 0 1
N 0.364 1.635 0.685
C 0.043 0.379 0.176
C -1.001 -0.489 0.176
N -0.641 -1.671 -0.457
C 0.574 -1.464 -0.820
O 1.070 -0.258 -0.475
H -0.117 2.011 1.478
H 0.467 2.355 0.003
H -1.983 -0.356 0.592
H 1.223 -2.141 -1.358
*
```

Properties
**Kohn-Sham gap**: 9.597 eV
**DFT total energy**: -8202.937 eV
**HOMO**: -8.7 eV
**ΔE to the lowest compared entry with this formula, charge and spin**: 0.948 eV
**SMILES**: Nc1cnco1

Entry 10:
Computed, not measured: one molecule with the formula C23H30N6O3, with ωB97M-V/def2-TZVPD.

Structure (ORCA input):
```
! wB97M-V def2-TZVPD RIJCOSX def2/J DEFGRID3
* xyz 0 1
C 0.126 2.050 -4.383
H -0.020 2.825 -3.634
H -0.421 2.338 -5.277
C 1.600 1.864 -4.728
H 2.015 2.810 -5.077
H 1.683 1.137 -5.538
C 2.468 1.361 -3.556
N 1.949 0.050 -3.174
C 1.368 -0.534 -2.090
N 1.062 -1.769 -2.427
N 1.455 -1.941 -3.678
N 1.975 -0.886 -4.135
C 1.042 0.082 -0.765
N 1.170 -0.901 0.298
C 1.450 -0.383 1.618
C 0.181 -0.049 2.424
N -0.644 -1.229 2.504
C -0.953 -1.975 3.589
O -1.687 -2.951 3.505
C -0.428 -1.610 4.920
C -0.910 -2.080 6.116
C -0.082 -1.543 7.123
C 0.852 -0.794 6.475
O 0.655 -0.826 5.148
H 1.682 -0.214 6.830
H -0.165 -1.696 8.179
H -1.754 -2.728 6.235
C -1.028 -1.703 1.189
C 0.236 -2.007 0.369
H -0.020 -2.316 -0.642
H 0.765 -2.834 0.855
H -1.621 -2.609 1.317
H -1.638 -0.936 0.701
H 0.451 0.312 3.412
H -0.393 0.729 1.906
H 2.087 0.501 1.545
H 2.003 -1.159 2.161
C -0.300 0.791 -0.889
C -1.364 0.216 -1.571
C -2.584 0.862 -1.675
C -2.762 2.113 -1.095
C -1.695 2.698 -0.409
C -0.485 2.045 -0.312
H 0.328 2.517 0.224
H -1.841 3.669 0.037
O -3.907 2.841 -1.139
C -5.022 2.304 -1.810
H -5.811 3.049 -1.712
H -5.352 1.366 -1.353
H -4.811 2.139 -2.871
H -3.383 0.378 -2.213
H -1.246 -0.755 -2.027
H 1.804 0.833 -0.541
C 2.480 2.372 -2.416
H 1.489 2.523 -2.000
H 3.168 2.065 -1.631
H 2.830 3.323 -2.810
C 3.905 1.136 -4.045
H 3.914 0.414 -4.856
H 4.328 2.073 -4.398
H 4.525 0.757 -3.235
H -0.308 1.126 -4.008
*
```

Properties
**Kohn-Sham gap**: 8.551 eV
**DFT total energy**: -39419.347 eV
**HOMO**: -8.0 eV
**ΔE to the lowest compared entry with this formula, charge and spin**: 4.866 eV
**SMILES**: CCC(C)(C)n1nnnc1[C@@H](c1ccc(OC)cc1)N1CCN(C(=O)c2ccco2)CC1

Entry 11:
Computed, not measured: a 3-piece molecular cluster, C17H40N4O4S3Si overall, with ωB97M-V/def2-TZVPD.

Structure (ORCA input):
```
! wB97M-V def2-TZVPD RIJCOSX def2/J DEFGRID3
* xyz 0 1
C 0.853 -1.301 2.405
C -0.279 -0.408 2.899
N -0.585 0.746 2.055
Si -1.369 0.562 0.519
C -0.204 0.074 -0.886
C 1.207 0.667 -0.740
C 1.979 0.840 -2.059
C 2.945 -0.301 -2.353
N 2.320 -1.600 -2.644
C -2.648 -0.814 0.629
C -3.728 -0.645 1.679
S -5.079 -1.898 1.689
C -4.927 -2.645 0.131
N -4.774 -3.908 -0.095
N -4.821 -4.063 -1.486
C -4.973 -2.876 -1.962
O -5.055 -1.912 -1.018
C -2.050 2.274 0.077
C -3.547 2.501 -0.085
C -4.167 1.644 -1.192
O -3.800 3.896 -0.321
H 0.664 -1.675 1.396
H 0.957 -2.170 3.059
H 1.804 -0.768 2.410
H -0.020 -0.047 3.898
H -1.183 -1.007 3.027
H 0.218 1.374 2.024
H -0.169 -1.014 -1.009
H -0.656 0.460 -1.810
H 1.791 0.004 -0.098
H 1.153 1.631 -0.233
H 2.558 1.767 -2.019
H 1.278 0.938 -2.895
H 3.580 -0.034 -3.201
H 3.601 -0.454 -1.494
H 1.478 -1.452 -3.193
H 2.005 -2.002 -1.767
H -3.073 -0.931 -0.371
H -2.083 -1.730 0.831
H -4.218 0.325 1.627
H -3.299 -0.744 2.675
H -5.023 -2.586 -2.997
H -1.716 2.901 0.904
H -1.552 2.642 -0.828
H -4.055 2.327 0.863
H -3.401 1.236 -1.855
H -4.721 0.795 -0.791
H -4.873 2.238 -1.772
H -3.592 4.081 -1.244
C 4.595 -4.235 -2.783
S 4.695 -4.315 -0.994
O 4.501 -2.927 -0.493
C 6.459 -4.644 -0.903
H 3.572 -3.966 -3.036
H 5.270 -3.460 -3.143
H 4.852 -5.209 -3.202
H 6.998 -3.843 -1.409
H 6.672 -5.608 -1.364
H 6.730 -4.669 0.150
C 0.298 4.796 1.402
S 1.911 4.245 1.953
O 1.832 2.755 1.981
C 1.746 4.793 3.653
H 0.192 4.477 0.367
H -0.454 4.307 2.021
H 0.210 5.880 1.468
H 0.867 4.323 4.095
H 1.662 5.879 3.675
H 2.643 4.482 4.184
*
```

Properties
**Kohn-Sham gap**: 9.096 eV
**DFT total energy**: -72810.425 eV
**HOMO**: -8.6 eV

Entry 12:
Computed, not measured: one molecule with the formula C21H20N4O5S2, with ωB97M-V/def2-TZVPD.

Structure (ORCA input):
```
! wB97M-V def2-TZVPD RIJCOSX def2/J DEFGRID3
* xyz 0 1
C -8.108 -2.994 -0.154
C -6.980 -2.010 -0.147
C -6.466 -1.532 1.052
C -5.442 -0.603 1.066
C -4.924 -0.145 -0.133
C -5.416 -0.614 -1.339
C -6.443 -1.539 -1.339
H -6.830 -1.901 -2.280
H -5.002 -0.250 -2.267
N -3.855 0.814 -0.124
C -4.149 2.114 -0.396
S -5.674 2.643 -0.705
N -3.107 2.992 -0.396
C -1.774 2.728 -0.130
O -0.978 3.641 -0.166
C -1.487 1.329 0.177
C -0.261 0.809 0.487
C 1.031 1.364 0.596
C 1.616 2.610 0.415
C 2.981 2.460 0.685
C 3.168 1.140 1.020
O 2.007 0.474 0.962
C 4.412 0.379 1.346
N 5.072 -0.126 0.157
S 6.093 0.952 -0.640
O 5.975 2.235 -0.012
O 5.865 0.850 -2.050
C 7.723 0.287 -0.255
H 7.764 -0.745 -0.577
H 8.451 0.887 -0.787
H 7.868 0.370 0.813
C 4.361 -1.087 -0.650
H 3.281 -0.900 -0.632
H 4.716 -0.957 -1.674
C 4.616 -2.531 -0.178
C 6.016 -2.847 -0.257
N 7.137 -3.065 -0.323
H 4.286 -2.658 0.856
H 4.058 -3.224 -0.812
H 5.121 1.045 1.838
H 4.172 -0.462 2.004
H 3.751 3.202 0.632
H 1.101 3.503 0.127
H -0.281 -0.259 0.696
C -2.583 0.338 0.171
O -2.417 -0.841 0.402
H -3.339 3.958 -0.604
H -5.045 -0.235 2.000
H -6.872 -1.889 1.987
H -9.060 -2.463 -0.124
H -8.090 -3.601 -1.055
H -8.060 -3.646 0.715
*
```

Properties
**Kohn-Sham gap**: 7.166 eV
**DFT total energy**: -59969.847 eV
**HOMO**: -8.5 eV
**ΔE to the lowest compared entry with this formula, charge and spin**: 0.466 eV
**SMILES**: Cc1ccc(N2C(=O)/C(=C/c3ccc(CN(CCC#N)S(C)(=O)=O)o3)C(=O)NC2=S)cc1